Record 1
Below is a structure of composition C18H38AlNO2Si3 at a distorted geometry, with properties calculated with ωB97M-V with the def2-TZVPD basis set.

Atoms and positions in Å:
Al: -0.8359 -0.6873 -0.4079
C: -3.6331 -1.3271 0.6174
O: -2.3288 -0.9945 0.2115
Si: -1.0229 1.0404 2.0047
C: -2.6416 1.9348 2.4261
C: -0.4763 0.1014 3.5658
C: -0.0589 1.0367 0.3967
Si: 1.9101 1.1551 0.6824
C: 2.8296 1.6601 -0.9062
C: 2.2104 2.3699 2.1090
C: 2.6330 -0.5382 1.1922
Si: -0.7649 2.5568 -0.7380
C: -2.4969 2.0128 -1.3430
C: 0.2047 3.0611 -2.3016
C: -0.7572 4.1069 0.3633
H: -4.2103 -0.4161 0.7774
H: -3.5923 -1.8977 1.5457
H: -4.1217 -1.9333 -0.1438
H: -3.3455 1.2596 2.9131
H: -3.1431 2.3574 1.5611
H: -2.4599 2.7497 3.1259
H: -0.5845 0.7513 4.4340
H: 0.5620 -0.2143 3.5264
H: -1.0906 -0.7777 3.7556
H: 3.0982 2.7087 -0.8756
H: 2.2688 1.4982 -1.8161
H: 3.7600 1.1071 -0.9938
H: 1.9425 3.3851 1.8394
H: 3.2649 2.3811 2.3647
H: 1.6644 2.1170 3.0126
H: 2.5897 -1.2809 0.4009
H: 2.1726 -0.9632 2.0771
H: 3.6836 -0.4002 1.4307
H: -2.5933 0.9295 -1.4044
H: -2.7119 2.4179 -2.3253
H: -3.2880 2.3664 -0.6944
H: 0.4179 2.2692 -3.0111
H: 1.1392 3.5483 -2.0508
H: -0.3887 3.8014 -2.8320
H: -1.5862 4.1672 1.0583
H: -0.8053 4.9967 -0.2563
H: 0.1608 4.1768 0.9371
O: -0.5891 -0.5533 -2.2295
C: 0.7362 -0.8500 -2.7104
C: 0.8290 -2.2494 -3.3093
C: 0.0701 -3.2980 -2.4839
C: 0.4825 -3.4240 -1.0496
C: 1.1449 -4.5606 -0.5974
C: 1.3889 -4.7288 0.7549
C: 0.9290 -3.7573 1.6365
C: 0.3057 -2.6454 1.1143
N: 0.1079 -2.4576 -0.1957
H: -1.2023 -0.4530 -2.9693
H: 1.3824 -0.7575 -1.8333
H: 1.0364 -0.0958 -3.4414
H: 1.8835 -2.5183 -3.3873
H: 0.4131 -2.2622 -4.3182
H: 0.1974 -4.2646 -2.9698
H: -1.0003 -3.0680 -2.4862
H: 1.4440 -5.3159 -1.3062
H: 1.8976 -5.6100 1.1128
H: 1.0575 -3.8682 2.7003
H: -0.0889 -1.8565 1.7396

For the energy above the lowest of the compared OMol25 structures with the same formula, charge and spin, the calculation gives 117.3 kJ/mol. The value obtained for the gap between HOMO and LUMO is 9.239 eV. The charge is +2.

Record 2
Below is a structure of composition C18H38BeCl3N2O14 at a distorted geometry, with properties calculated with ωB97M-V with the def2-TZVPD basis set.

Atoms and positions in Å:
Be: -12.7573 -27.4305 3.1682
Cl: -10.5501 -29.8307 5.2828
O: -9.0222 -29.8703 5.2942
O: -11.2199 -28.6744 4.8633
O: -10.8972 -30.8239 4.3176
O: -11.0331 -30.2313 6.5977
Cl: -12.3394 -30.9339 1.0102
O: -13.0726 -31.6738 2.0615
O: -11.0723 -31.5418 1.0364
O: -12.9548 -30.9604 -0.2580
O: -12.3101 -29.5529 1.4503
Cl: -13.8371 -24.4204 4.4817
O: -14.9341 -24.0794 5.3375
O: -12.7797 -25.1998 5.0258
O: -14.3332 -25.2919 3.5077
O: -13.2686 -23.2451 3.9139
C: -8.7515 -27.9734 2.0200
C: -9.3719 -26.9889 0.9844
C: -9.4047 -27.9250 -0.2673
C: -10.0821 -27.2513 -1.5268
C: -11.5310 -26.8778 -1.2077
C: -11.4185 -25.9463 0.0638
N: -10.7380 -26.5831 1.2418
O: -10.8590 -25.8998 2.4002
C: -10.8583 -24.5209 -0.5073
C: -12.9126 -25.6986 0.4745
C: -8.2690 -25.8697 0.8650
H: -9.5456 -28.6261 2.3825
H: -8.3824 -27.5167 2.9383
H: -7.9472 -28.6485 1.7277
H: -8.3869 -28.1722 -0.5692
H: -9.8727 -28.8585 0.0453
H: -10.0677 -28.1340 -2.1660
H: -9.5372 -26.4575 -2.0377
H: -12.0196 -27.8423 -1.0695
H: -11.8889 -26.3166 -2.0709
H: -11.3933 -24.1634 -1.3871
H: -10.8350 -23.6491 0.1466
H: -9.7966 -24.5166 -0.7539
H: -13.2964 -26.6040 0.9446
H: -12.9593 -25.0133 1.3207
H: -13.7147 -25.3260 -0.1626
H: -7.3578 -26.1432 1.3971
H: -8.5364 -25.0039 1.4709
H: -8.0439 -25.7728 -0.1971
H: -10.2984 -25.1263 2.3051
C: -14.4941 -28.1789 6.2309
C: -15.8590 -28.4980 5.6630
C: -16.9383 -27.3669 6.0489
C: -17.9864 -27.0404 5.0222
C: -17.4680 -26.9403 3.5809
C: -16.6566 -28.2492 3.1347
N: -15.6302 -28.5299 4.1640
O: -14.6963 -29.4915 3.7188
C: -17.5064 -29.5515 2.8939
C: -16.0056 -27.8956 1.7479
C: -16.2103 -29.9786 6.1130
H: -13.7292 -28.9548 6.2020
H: -14.6519 -27.9374 7.2821
H: -14.0687 -27.2526 5.8448
H: -17.4202 -27.8347 6.9074
H: -16.2940 -26.5537 6.3831
H: -18.6975 -26.2726 5.3272
H: -18.5637 -27.9648 5.0390
H: -16.9771 -25.9944 3.3518
H: -18.3931 -26.9531 3.0045
H: -18.4983 -29.3544 2.4872
H: -16.9566 -30.2783 2.2960
H: -17.6374 -30.1574 3.7904
H: -16.7627 -27.7834 0.9719
H: -15.5065 -26.9291 1.8178
H: -15.3041 -28.7115 1.5739
H: -15.6517 -30.7281 5.5524
H: -17.2891 -30.0818 5.9966
H: -16.0542 -29.9585 7.1916
H: -15.1647 -30.3248 3.6300

For the energy above the lowest of the compared OMol25 structures with the same formula, charge and spin, the calculation gives 394.4 kJ/mol. The value obtained for the gap between HOMO and LUMO is 5.086 eV. The charge is -1.

Record 3
Below is a cluster of 7 separate species, C18H38Br4O4 in total at a distorted geometry, with properties calculated with ωB97M-V with the def2-TZVPD basis set.

Atoms and positions in Å:
Br: 2.0028 -0.7841 -2.1684
C: 1.3602 0.0916 -0.5161
C: 2.4824 0.1214 0.5331
Br: 1.7382 0.3454 2.3346
H: 0.5059 -0.5234 -0.2324
H: 0.8554 0.9996 -0.8315
H: 3.2819 0.8118 0.2656
H: 3.0283 -0.8217 0.5163
Br: 1.5160 3.5725 -0.3085
C: 1.5155 4.2033 1.5314
C: 0.3159 3.7390 2.3034
Br: -1.2481 4.8510 1.8394
H: 1.5475 5.2884 1.4514
H: 2.4368 3.9346 2.0478
H: 0.4862 3.8082 3.3770
H: 0.0737 2.6981 2.1023
C: 0.8859 2.1802 -7.3362
C: -0.4990 2.3369 -7.5240
C: -1.2908 1.6943 -6.5775
C: -0.8533 1.0902 -5.4072
C: 0.5458 0.9541 -5.2881
C: 1.3840 1.4565 -6.2720
H: 1.5638 2.5960 -8.0706
H: -0.9112 2.8763 -8.3626
H: -2.3662 1.7897 -6.6860
H: -1.5693 0.6377 -4.7379
H: 1.0126 0.3906 -4.4893
H: 2.4420 1.2746 -6.1410
C: 2.4803 -3.3267 3.2254
C: 3.8748 -3.3662 2.6835
O: 4.0431 -4.2636 1.6154
H: 2.3258 -2.4761 3.8891
H: 2.3064 -4.2456 3.7862
H: 1.8002 -3.2114 2.3801
H: 4.6030 -3.6263 3.4583
H: 4.2135 -2.4189 2.2562
H: 3.4138 -4.9888 1.6029
C: -0.1721 -0.1584 5.1042
C: -1.3859 0.3012 5.8266
O: -2.5672 -0.3795 5.3522
H: 0.7026 0.4175 5.4039
H: -0.3236 0.0702 4.0457
H: -0.0437 -1.2392 5.1551
H: -1.4880 1.3780 5.6804
H: -1.1844 0.0635 6.8744
H: -3.2853 -0.1134 5.9324
C: -2.9991 0.6127 1.6985
C: -2.1322 -0.6378 1.6535
O: -2.3305 -1.4610 2.7855
H: -2.9698 1.0986 0.7195
H: -2.6145 1.3390 2.4183
H: -4.0577 0.5020 1.9344
H: -1.0932 -0.2979 1.5981
H: -2.3497 -1.2391 0.7716
H: -2.2977 -0.9830 3.6258
C: -1.9776 -2.1170 -2.1521
C: -1.8909 -2.1447 -3.6888
O: -3.1303 -1.8978 -4.2861
H: -2.6844 -2.8951 -1.8648
H: -2.3711 -1.1583 -1.8110
H: -0.9759 -2.2429 -1.7462
H: -1.5090 -3.1140 -4.0248
H: -1.1462 -1.4137 -4.0191
H: -3.0268 -1.9789 -5.2376

Its SMILES is c1ccccc1.BrCCBr.BrCCBr.CCO.CCO.CCO.CCO. The value obtained for the gap between HOMO and LUMO is 9.534 eV.

Number 1: highest occupied orbital energy -15.6 eV. Number 2: highest occupied orbital energy -6.4 eV. Number 3: highest occupied orbital energy -9.2 eV.